1.
Formula: C6H17NO
Source: OMol25
Level of theory: wB97M-V/def2-TZVPD

Calculated values
HOMO-LUMO gap = 9.83 eV
HOMO energy = -9.1 eV
largest force on an atom = 6.211 eV/Å
E = -368.68625 Eh
LUMO = 0.69 eV
energy relative to the best compared isomer or geometry (same formula, charge and spin) = 71.9 kcal/mol

XYZ file:
```
25
Properties=species:S:1:pos:R:3:forces:R:3:nbo_charge:R:1
C 1.55370 -0.16419 -0.53194 0.36 -3.17 -0.78 0.11
C 1.57292 -1.39064 -1.44866 0.11 0.08 -0.03 -0.61
C 1.78578 1.08444 -1.38962 -1.25 0.18 0.77 -0.65
C 2.67116 -0.29555 0.50838 -0.56 0.08 0.12 -0.64
N -0.05115 -0.30515 0.29066 4.23 3.01 -3.41 -0.92
H -1.61853 -0.02970 1.21396 -1.68 0.17 0.80 0.21
H 0.11770 -1.04108 0.97844 0.80 0.90 0.41 0.37
H 2.51653 -1.45969 -1.99446 0.13 0.13 -0.06 0.20
H 0.95202 1.21499 -2.07851 0.09 0.03 -0.18 0.23
H 2.65375 0.55551 1.18943 0.09 0.00 0.13 0.21
H 1.48784 -2.31868 -0.88255 -0.20 0.06 0.07 0.21
H 0.77290 -1.33431 -2.18608 -0.07 -0.05 0.10 0.22
H 2.72583 1.02178 -1.93932 -0.09 -0.24 0.11 0.23
H 1.82422 1.96956 -0.75473 0.09 0.23 -0.02 0.21
H 2.56372 -1.21341 1.08670 -0.05 0.03 0.05 0.21
H 3.65148 -0.33123 0.02961 -0.05 0.09 -0.14 0.22
C -2.72875 0.00923 1.46009 1.34 0.50 -0.39 -0.08
C -3.29099 1.22755 0.74236 -0.20 -0.25 0.27 -0.64
O -3.33479 -1.19750 1.06045 -0.33 -0.47 -0.31 -0.73
H -3.16277 -1.32215 0.11948 0.04 0.01 0.12 0.46
H -2.89580 0.08268 2.53180 0.06 0.02 0.11 0.16
H 0.51884 0.64734 0.30535 -2.92 -1.52 2.48 0.41
H -4.37837 1.25558 0.82933 -0.01 0.06 0.00 0.21
H -2.87887 2.13975 1.17120 0.03 0.09 0.00 0.21
H -3.02839 1.19484 -0.31137 0.05 0.02 -0.20 0.20
```
Forces are in eV/Å.

2.
Formula: C18H15ClF3INO3S2
Source: OMol25
Level of theory: wB97M-V/def2-TZVPD

Calculated values
HOMO-LUMO gap = 2.86 eV
HOMO energy = -1.6 eV
largest force on an atom = 4.032 eV/Å
E = -2829.10507 Eh
LUMO = 1.21 eV
net charge = -1
energy relative to the best compared isomer or geometry (same formula, charge and spin) = 0.0 kcal/mol

XYZ file:
```
44
Properties=species:S:1:pos:R:3:forces:R:3:nbo_charge:R:1
C 3.98570 0.52917 3.11051 0.90 0.26 -0.28 -0.27
C 1.97123 -0.01863 3.47044 -2.42 0.35 -2.23 0.13
C 1.76628 -0.28874 4.89128 -0.51 -0.67 0.77 -0.68
C 1.16546 0.79794 2.66767 0.87 -2.46 3.07 -0.18
C -0.22206 0.92218 3.02934 -1.93 0.85 -0.02 -0.13
I -1.02143 1.16917 5.05384 -0.27 0.18 -0.61 -0.01
C -1.18438 1.21177 2.08531 0.54 0.61 1.13 -0.25
C -0.79526 1.71896 0.84294 -0.62 -0.46 -0.75 -0.46
C 0.56741 1.80942 0.55736 -0.27 0.37 0.00 -0.16
C 1.54472 1.41377 1.44334 0.21 -0.10 -1.50 -0.36
O 3.08584 -0.57462 2.89415 1.33 2.12 0.64 -0.54
S -0.81963 -1.65933 -0.16703 3.27 1.51 0.46 0.34
C -0.17346 -3.20094 0.43948 0.83 -1.26 0.87 0.82
F 0.19368 -3.07388 1.75788 -0.46 -0.45 -1.73 -0.31
F -1.09569 -4.18606 0.32030 0.60 0.24 0.33 -0.33
F 0.94991 -3.61909 -0.24606 -1.24 0.59 0.79 -0.33
H 3.51961 1.41885 3.68464 0.72 -1.50 -1.02 0.20
H 4.81778 0.14208 3.69978 0.51 0.26 -0.18 0.16
H 4.25714 0.85369 2.09347 0.59 0.23 0.57 0.17
H 1.71110 0.63320 5.49554 -0.05 -0.39 0.02 0.20
H 0.79437 -0.79914 4.92448 0.27 -0.05 0.79 0.22
H 2.52039 -0.94721 5.35472 -0.12 0.16 -0.51 0.21
H -2.23318 1.18550 2.36357 0.07 0.15 -0.03 0.21
H -1.59120 2.08032 0.19484 0.42 -0.15 -0.19 0.21
H 0.82961 2.25713 -0.39017 0.35 0.21 -0.17 0.17
H 2.59630 1.50469 1.14559 -0.53 -0.07 0.28 0.19
N 0.98207 1.72424 -7.32014 -1.12 -0.75 2.23 -0.31
C 0.46005 1.36668 -6.33457 1.09 0.76 -1.91 0.28
C -0.24141 0.87259 -5.17283 -0.16 -0.17 0.36 -0.17
C 0.22030 1.05146 -3.86275 0.01 -0.02 0.17 -0.15
C -0.49492 0.54424 -2.77090 0.03 0.08 -0.03 -0.21
C -1.69932 -0.12607 -3.01118 -0.40 -0.19 0.07 -0.19
S -2.98808 -0.54899 -1.77141 -0.52 -0.51 1.26 2.08
C -2.40506 -1.97831 -0.55641 -3.23 -0.16 -2.02 -0.64
Cl -3.56359 -1.91137 0.80020 0.09 -0.12 -0.27 0.01
O -3.30109 0.62536 -0.98679 0.38 -0.81 -0.95 -0.88
O -4.03960 -1.27625 -2.46397 0.59 0.75 -0.05 -0.95
C -2.13606 -0.35521 -4.30961 -0.03 0.16 -0.20 -0.22
C -1.41730 0.16022 -5.37631 -0.22 -0.21 -0.24 -0.16
H 1.13524 1.61517 -3.69894 -0.12 -0.20 0.07 0.24
H -0.10155 0.66898 -1.75802 -0.29 0.13 -0.26 0.28
H -2.68584 -2.82941 -1.23334 0.58 0.57 0.99 0.27
H -3.05807 -0.89122 -4.51413 0.14 0.11 0.24 0.26
H -1.80599 0.00771 -6.37612 0.17 0.03 0.00 0.23
```
Forces are in eV/Å.

3.
Formula: C6H10O
Source: OMol25
Level of theory: wB97M-V/def2-TZVPD

Calculated values
HOMO-LUMO gap = 8.18 eV
HOMO energy = -8.3 eV
largest force on an atom = 0.636 eV/Å
E = -309.70832 Eh
LUMO = -0.08 eV
energy relative to the best compared isomer or geometry (same formula, charge and spin) = 84.1 kcal/mol

XYZ file:
```
17
Properties=species:S:1:pos:R:3:forces:R:3:nbo_charge:R:1
C 1.08536 -1.63032 -0.28943 0.04 0.03 -0.04 -0.62
C -0.29211 -1.70939 0.36501 0.00 -0.18 -0.02 -0.37
C -0.85397 -0.32479 0.79397 -0.07 0.13 -0.05 -0.60
C -1.29386 0.34432 -0.45649 0.31 0.09 0.20 0.22
C -0.45177 1.49188 -0.91092 -0.14 -0.02 -0.07 -0.70
C 0.20049 2.43426 0.08181 0.31 -0.18 0.38 0.43
O 1.00937 2.10293 0.91825 -0.38 0.20 -0.47 -0.52
H 1.78882 -1.07364 0.34038 -0.10 -0.07 -0.09 0.21
H 1.05006 -1.13780 -1.26877 -0.01 -0.09 0.14 0.19
H 1.49371 -2.63266 -0.45451 -0.06 0.14 0.04 0.22
H -0.22919 -2.33135 1.26424 -0.01 0.12 -0.09 0.21
H -1.75861 -0.52909 1.38376 0.07 0.02 -0.14 0.25
H -0.11557 0.18751 1.42672 -0.11 -0.05 -0.13 0.21
H -1.00920 -2.18568 -0.31243 0.10 0.04 0.11 0.22
H -0.93167 2.05430 -1.71963 0.05 -0.07 0.14 0.23
H 0.35888 0.89488 -1.37490 -0.06 0.02 0.02 0.30
H -0.13337 3.49113 0.00591 0.04 -0.10 0.06 0.11
```
Forces are in eV/Å.